The following is a DFT calculation (wB97M-V/def2-TZVPD) of a structure of composition C44H27Br2CeN9O2 at a distorted geometry.

Each line ends with the Löwdin charge.
Atoms and positions in Å:
Ce1 0.03 -0.10 -0.24  1.310
C1 1.74 -2.42 5.82  -0.106
C2 2.63 -1.35 5.82  -0.107
C3 2.50 -0.31 4.89  -0.023
C4 1.44 -0.38 3.98  -0.127
C5 1.05 0.47 2.90  -0.324
N1 -0.01 -0.09 2.21  0.050
C6 -0.35 -1.26 2.86  -0.284
N2 -1.39 -2.02 2.57  0.197
C7 -2.25 -1.79 1.59  -0.274
C8 -3.47 -2.54 1.41  -0.094
C9 -4.06 -3.58 2.11  -0.010
C10 -5.33 -4.01 1.72  -0.093
C11 -5.99 -3.42 0.65  -0.094
C12 -5.40 -2.38 -0.07  -0.010
C13 -4.14 -1.95 0.32  -0.107
C14 -3.30 -0.89 -0.15  -0.262
N3 -3.63 -0.09 -1.15  0.192
C15 -2.92 0.95 -1.55  -0.298
N4 -1.73 1.39 -1.02  0.052
C16 -1.41 2.58 -1.64  -0.310
N5 -0.42 3.39 -1.29  0.196
C17 0.39 3.21 -0.26  -0.268
N6 0.46 2.10 0.56  0.030
C18 1.35 2.39 1.58  -0.281
N7 1.65 1.63 2.61  0.172
C19 1.90 3.71 1.38  -0.104
C20 2.79 4.48 2.12  -0.010
C21 3.04 5.79 1.67  -0.098
C22 2.42 6.30 0.54  -0.098
C23 1.52 5.52 -0.22  -0.010
C24 1.29 4.23 0.21  -0.104
C25 -2.37 2.87 -2.67  -0.118
C26 -2.49 3.91 -3.58  -0.024
C27 -3.62 3.93 -4.41  -0.104
C28 -4.60 2.94 -4.31  -0.108
C29 -4.48 1.88 -3.40  -0.024
C30 -3.35 1.86 -2.59  -0.111
N8 -2.15 -0.82 0.62  0.046
C31 0.55 -1.49 3.97  -0.107
C32 0.68 -2.50 4.90  -0.021
H1 1.86 -3.22 6.53  0.087
H2 3.44 -1.33 6.53  0.089
H3 3.16 0.54 4.88  0.100
H4 -3.53 -4.03 2.94  0.106
H5 -5.81 -4.83 2.26  0.093
H6 -6.97 -3.76 0.36  0.090
H7 -5.90 -1.90 -0.90  0.105
H8 3.27 4.08 3.00  0.107
H9 3.73 6.39 2.24  0.092
H10 2.61 7.32 0.24  0.092
H11 1.03 5.91 -1.10  0.109
H12 -1.73 4.68 -3.64  0.103
H13 -3.72 4.75 -5.11  0.091
H14 -5.48 2.98 -4.94  0.091
H15 -5.22 1.10 -3.33  0.104
H16 0.00 -3.33 4.90  0.101
Br1 -0.25 -4.69 -2.43  0.823
C33 1.25 -4.11 -1.51  -0.623
C34 2.45 -4.82 -1.55  -0.163
C35 3.59 -4.36 -0.89  -0.641
Br2 5.18 -5.37 -0.97  0.771
C36 3.54 -3.14 -0.17  -0.175
C37 4.67 -2.61 0.48  -0.014
C38 4.55 -1.37 1.11  -0.023
C39 3.33 -0.71 1.10  -0.070
N9 2.23 -1.21 0.51  0.075
C40 2.30 -2.41 -0.12  -0.138
C41 1.17 -2.91 -0.77  -0.332
O1 -0.02 -2.27 -0.70  -0.255
H17 2.51 -5.75 -2.11  0.092
H18 5.60 -3.16 0.48  0.065
H19 5.38 -0.90 1.62  0.105
H20 3.27 0.27 1.57  0.112
C42 2.03 0.57 -4.20  -0.059
C43 0.85 0.55 -3.25  -0.469
C44 -0.21 -0.45 -3.65  -0.043
O2 1.33 0.24 -1.88  -0.338
H21 1.69 0.89 -5.19  0.078
H22 2.46 -0.42 -4.34  0.077
H23 2.81 1.25 -3.90  0.076
H24 0.46 1.60 -3.21  0.131
H25 0.24 -1.43 -3.84  0.083
H26 -0.72 -0.12 -4.57  0.095
H27 -1.02 -0.63 -2.92  0.070

Properties
2S+1: 2
Kohn-Sham gap (alpha / beta): 4.119 / 4.549 eV
total charge: -1

---

The following is a DFT calculation (wB97M-V/def2-TZVPD) of the ion C5H6NO with charge +1 at a distorted geometry.

Each line ends with the natural charge from an NBO analysis.
Atoms and positions in Å:
C1 0.35 -0.83 0.93  0.080
C2 -0.52 -1.82 0.57  -0.169
C3 -0.57 1.12 -0.48  -0.354
C4 0.66 0.21 -0.05  -0.366
C5 -0.02 0.10 -1.33  0.080
N1 -0.97 -1.71 -0.68  0.256
O1 -1.82 -2.23 -1.31  -0.139
H1 0.76 -0.95 1.93  0.268
H2 -0.85 -2.54 1.19  0.253
H3 -1.40 0.76 0.06  0.257
H4 -0.32 2.05 -0.73  0.258
H5 1.61 0.72 0.28  0.302
H6 0.20 0.10 -2.38  0.274

Properties
Kohn-Sham gap (alpha / beta): 8.352 / 8.351 eV
total charge: +1
energy above the lowest of the compared OMol25 structures with the same formula, charge and spin: 150.67 kcal/mol

---

The following is a DFT calculation (wB97M-V/def2-TZVPD) of a cluster of 2 separate species, C9H18BrCl in total at a distorted geometry.

Each line ends with the natural charge from an NBO analysis.
Atoms and positions in Å:
C1 0.28 -0.58 2.03  -0.602
C2 1.05 1.64 1.21  -0.606
C3 2.63 -0.28 1.28  -0.602
C4 -1.55 1.30 -1.18  -0.700
C5 -2.06 -1.00 -0.24  -0.696
C6 -1.11 -0.76 -2.55  -0.703
C7 1.17 0.13 1.00  -0.250
C8 -1.25 -0.17 -1.18  0.168
C9 0.80 -0.28 -0.42  0.083
Cl1 1.10 -2.01 -0.67  -0.015
Br1 1.78 0.73 -1.76  0.066
H1 0.11 -1.62 1.77  0.222
H2 -0.68 -0.09 2.14  0.209
H3 0.77 -0.56 3.00  0.216
H4 1.28 1.87 2.26  0.215
H5 1.76 2.18 0.59  0.222
H6 0.05 2.00 0.99  0.214
H7 3.30 0.13 0.53  0.215
H8 2.93 0.09 2.25  0.212
H9 2.74 -1.36 1.28  0.217
H10 -0.74 1.87 -1.62  0.223
H11 -1.75 1.67 -0.18  0.205
H12 -2.44 1.48 -1.78  0.212
H13 -3.06 -1.13 -0.65  0.209
H14 -1.63 -1.99 -0.11  0.218
H15 -2.17 -0.53 0.73  0.207
H16 -2.07 -0.68 -3.06  0.199
H17 -0.38 -0.22 -3.15  0.221
H18 -0.84 -1.81 -2.51  0.219

Properties
2S+1: 3
Kohn-Sham gap (alpha / beta): 5.851 / 8.362 eV

---

The following is a DFT calculation (wB97M-V/def2-TZVPD) of a cluster of 2 separate species, C10H18NO4 in total at a distorted geometry.

Each line ends with the natural charge from an NBO analysis.
Atoms and positions in Å:
C1 4.97 -2.47 -0.44  -0.661
C2 4.48 -0.91 -0.09  0.115
O1 4.80 -0.51 1.29  -0.713
C3 2.91 -0.73 -0.52  -0.460
C4 1.89 -0.41 0.74  -0.676
C5 0.37 -0.57 0.06  -0.519
C6 -0.43 -1.92 0.61  0.130
N1 -1.62 -2.21 -0.06  -0.713
H1 4.06 -3.23 -0.39  0.219
H2 5.72 -2.74 0.45  0.186
H3 5.54 -2.51 -1.49  0.199
H4 5.11 -0.20 -0.80  0.130
H5 5.82 -0.61 1.35  0.441
H6 2.74 0.13 -1.30  0.188
H7 2.54 -1.74 -1.01  0.140
H8 1.98 -1.25 1.59  0.118
H9 -0.26 0.42 0.14  0.186
H10 0.51 -0.77 -1.11  0.175
H11 0.00 -2.58 1.48  0.186
H12 -1.79 -1.49 -0.81  0.331
C7 -5.04 2.29 1.12  -0.623
C8 -3.81 1.73 0.44  0.052
C9 -2.93 2.78 -0.18  -0.094
O2 -2.27 2.06 -1.20  -0.476
C10 -3.12 1.04 -1.56  0.968
O3 -2.97 0.33 -2.54  -0.578
O4 -4.16 0.93 -0.68  -0.489
H13 -5.65 1.47 1.52  0.226
H14 -4.77 2.96 1.94  0.217
H15 -5.67 2.83 0.41  0.211
H16 -3.24 1.10 1.14  0.202
H17 -2.21 3.19 0.53  0.211
H18 -3.49 3.60 -0.64  0.171

Properties
Kohn-Sham gap: 3.962 eV
total charge: -1
energy above the lowest of the compared OMol25 structures with the same formula, charge and spin: 137.04 kcal/mol

---

Number 1: E -7959.66960 Eh. Number 2: E -323.62987 Eh. Number 3: E -3387.74961 Eh. Number 4: E -747.35244 Eh.